i | Formula: C27H32AlN5O3Te
Source: the Open Molecules 2025 dataset
Level of theory: ωB97M-V/def2-TZVPD

Results
**Charge**: +1
**Multiplicity**: 2
**E_HOMO (alpha / beta)**: -11.1357 / -11.3787 eV
**M**: 629.2 Da

Geometry (Å):
H 5.7043 -2.4315 3.5050
Te -0.2376 -0.6669 0.2290
C 1.2565 0.1950 -2.2859
N -3.1642 1.7015 1.5245
C 4.2869 -1.5954 2.1201
N -2.7759 0.7315 -1.1998
C -0.2184 -3.3547 -1.9049
H 0.3904 -4.2590 -1.8769
H 3.6324 -3.6388 2.1659
C -5.4466 1.7162 2.2132
O -0.6829 2.7041 0.8218
O -2.0873 -1.4476 -0.6505
C 1.7128 -1.0227 1.2798
H -0.7262 -3.2365 -0.9556
H 6.3040 -1.0227 2.6244
C -5.0563 1.8478 3.5344
H -1.7204 1.9120 2.9899
C -0.7393 4.0328 0.7764
H 2.8215 -2.4658 -5.6714
H 1.4959 1.7348 -0.7540
N -2.2571 3.5197 -0.9921
H 4.5661 0.5247 2.1332
H 1.3668 -3.2727 -3.9756
H -3.2578 3.6570 -1.0860
C 2.5716 0.0424 1.5488
C -4.4785 1.6371 1.2319
Al -1.8218 1.6581 -0.0047
H -4.5677 -0.5736 -2.5429
C 1.0783 -3.5105 1.4771
C -2.7834 1.8396 2.7990
C 2.9091 -1.4510 -5.2870
H 2.4388 1.9403 2.5097
C 1.9832 -0.0060 -3.4451
H 0.9907 -3.8910 0.4630
H 2.4780 0.8439 -3.9054
H -3.8418 -2.1808 -2.2429
C 3.3476 -2.6119 1.9555
C -3.6984 1.9067 3.8319
H -4.8382 -1.4236 -1.0061
C 0.6249 -0.9102 -1.6931
C -4.1142 -1.2239 -1.8001
C 1.1075 1.6033 -1.7622
H 2.6040 -0.7587 -6.0741
C -3.2389 2.0392 5.1914
H -1.6487 5.4491 -0.4285
H -1.8536 3.5539 -1.9256
C -2.9149 -0.5469 -1.1850
O -0.0916 4.7877 1.4433
H -4.7208 1.4953 0.1854
C 5.6956 -1.9215 2.5400
H -0.9959 -3.5151 -2.6546
H 1.1645 1.6941 1.3402
C 0.6133 -2.1609 -2.3165
N -2.8789 2.1439 6.2772
H 1.4274 -4.3307 2.1028
H 1.6158 2.3119 -2.4137
H 2.8041 2.0566 0.8024
N -1.6916 4.4842 -0.1425
H -6.4911 1.6641 1.9412
H 3.9624 -1.2578 -5.0742
C 2.0778 -1.2595 -4.0473
H 6.1681 -2.5873 1.8159
C 2.2113 1.5059 1.5349
H -5.7849 1.9046 4.3326
H 0.0467 1.8732 -1.7651
C 1.3623 -2.3020 -3.4875
H 0.0845 -3.2290 1.8247
C 2.0464 -2.3570 1.5524
C 3.8735 -0.2891 1.9380

***

ii | Formula: C27H32AlN5O3Te
Source: the Open Molecules 2025 dataset
Level of theory: ωB97M-V/def2-TZVPD

Results
**Charge**: +1
**Multiplicity**: 2
**E_HOMO (alpha / beta)**: -10.3429 / -11.0433 eV
**M**: 629.2 Da

Geometry (Å):
O -3.0989 -0.6254 1.5758
H -0.4872 -0.4342 8.4821
H 2.0504 -4.4022 3.5487
C -2.3838 -0.5839 0.5337
H 1.9335 0.7922 2.1750
H 1.2437 -6.9585 3.1748
H 1.1276 -0.8303 5.8847
C -2.8666 -1.1776 9.5676
C 2.5450 2.9856 3.5134
C -0.7979 -2.5918 3.2820
C 0.0766 -5.2282 3.6771
C 0.4909 0.0352 6.0792
C 1.6310 -1.8354 3.0921
C -4.3844 -0.7325 4.8385
C -1.2555 -0.5679 7.7313
O 0.5625 0.2181 -2.0576
C -3.2344 -0.8218 5.8027
H -3.2952 -2.1700 9.7022
H 0.5517 0.7025 5.2171
C 1.1003 -0.7994 -2.7171
H -3.4791 -2.4801 2.7573
C 1.5249 4.0886 1.5451
H -1.9948 -5.7201 3.6052
H 0.6107 4.8264 -0.2619
C 0.6896 2.6968 -0.1974
C 0.5743 -2.8826 3.3227
H -4.5353 -1.2424 7.4357
H 2.1164 -2.5571 -2.2288
H 2.5769 -2.3102 2.8380
H 1.2251 -2.3440 0.0723
C 0.9899 -4.1878 3.5186
C -3.2050 -3.4721 3.0982
Al 0.2654 -0.0262 -0.3561
H -3.6008 -0.4560 9.9238
C 1.6529 1.6957 1.6583
C 1.9062 2.9353 2.2266
H 2.5674 -1.3818 -0.1729
H 1.0670 -6.6814 4.8988
C 0.9117 3.9616 0.3076
N 1.0480 1.5768 0.4717
H -4.1063 -0.9644 3.8074
H 1.7057 5.0602 1.9810
C -1.7290 -3.6252 3.3294
H -0.2851 -7.3254 3.9718
N -1.0816 -0.5528 0.5708
H -1.9822 -1.1004 10.1971
C -1.2636 -4.9244 3.5472
H -3.7706 -3.7144 3.9988
C -3.1392 -0.6030 -0.7752
H 0.9221 0.5603 6.9277
H -2.8496 -1.4868 -1.3408
C -1.9129 -0.5634 5.4292
O 1.2140 -0.9070 -3.8931
N 3.0588 3.0093 4.5368
N 1.5953 -1.5498 -0.4656
H 1.8047 -1.1971 3.9619
C -2.5332 -0.9342 8.1251
C -3.5146 -1.0305 7.1448
H -3.5092 -4.1800 2.3257
N 1.5309 -1.8215 -1.8517
H -2.8765 0.2695 -1.3720
C -0.9246 -0.3717 6.3940
H 1.3277 -1.1862 2.2631
C 0.5470 -6.6271 3.9433
Te -1.3037 -0.5266 3.3766
H 0.2253 2.5597 -1.1676
H -4.7653 0.2912 4.8359
H -4.2114 -0.6149 -0.6049
H -5.2028 -1.3845 5.1355

***

Stability, lowest: i

***

i | Formula: C9H13N2O
Source: the Open Molecules 2025 dataset
Level of theory: ωB97M-V/def2-TZVPD

Results
**Charge**: +1
**E_HOMO (alpha / beta)**: -12.5384 / -11.6774 eV
**M**: 165.2 Da

Geometry (Å):
C 1.3330 -0.1734 -0.5050
H -0.6676 2.2260 0.1687
N 0.0724 0.2649 -0.1360
H -2.1298 -1.8187 -0.6710
H -2.6832 1.0017 -0.2952
C 0.1487 1.5852 0.5008
H -3.5157 -1.4230 1.0431
O -1.1451 -1.5585 -0.7985
C 1.6256 -2.0825 0.4278
H 2.6471 -1.5865 -1.3871
N -3.3250 -0.9523 0.1671
H 1.4426 2.6479 -0.8682
C 1.6965 -2.8850 1.3206
H 2.8083 0.5453 0.8542
C 1.5171 2.1169 0.0813
C 2.3435 0.8415 -0.0933
H 0.0866 1.4584 1.5864
H 1.9358 2.7931 0.8208
C 1.6459 -1.4916 -0.9727
H 3.1456 0.9455 -0.8244
C -2.3767 0.1403 0.3074
H -4.2040 -0.6777 -0.2491
H 0.9074 -2.0076 -1.5780
H -2.2467 0.4855 1.3385
C -1.0625 -0.3953 -0.2384

***

ii | Formula: C9H13N2O
Source: the Open Molecules 2025 dataset
Level of theory: ωB97M-V/def2-TZVPD

Results
**Charge**: +1
**E_HOMO**: -12.2302 eV
**M**: 165.2 Da

Geometry (Å):
N 1.2668 -0.3349 0.4865
H -3.3179 -3.6491 -0.8354
H 2.5218 -0.6505 -1.0682
H -1.5774 1.8273 -1.1805
C -2.4860 -2.9581 -0.5709
C -2.1608 -1.6688 -1.1297
C 0.2919 0.2925 -0.4762
H -2.7155 -1.1305 -1.8943
H 3.2786 -0.9643 0.5273
C 2.6083 -0.3474 -0.0394
H 0.8140 -1.3021 0.6698
H -1.8111 2.8860 0.1221
H -1.4938 -3.8491 1.2113
C 0.1616 1.5247 1.3983
N -0.1916 1.5436 0.1230
H 2.9356 0.6380 0.1544
H -0.3985 3.3544 -0.9668
C -1.6514 -3.0902 0.5031
C -1.0821 -1.2448 -0.4792
C -1.0584 2.4677 -0.5208
H 0.5895 0.4539 -1.5487
H -0.1711 2.1307 2.2442
O -0.7044 -2.0757 0.4405
H 1.1959 0.1158 2.6862
C 0.9807 0.4962 1.6690

***

Stability, lowest: i